*i*
Molecular formula: C26H31N5O2PPdS2
Method: DFT, wB97M-V/def2-TZVPD

XYZ file:
```
68
Properties=species:S:1:pos:R:3
Pd 0.23128 -1.16793 0.39172
N 2.03485 -0.07224 1.36229
C 3.03824 0.67939 0.65898
C 4.33520 0.20777 0.58880
C 5.31828 0.95721 -0.04779
C 5.01407 2.19034 -0.61278
C 3.71698 2.66561 -0.55887
C 2.71112 1.90529 0.05484
P 1.02420 2.44902 0.00539
C 0.81910 4.14337 -0.38317
C 0.02525 4.59253 -1.45245
C -0.08424 5.94710 -1.68780
C 0.57217 6.85631 -0.85957
C 1.35011 6.41753 0.20933
C 1.47304 5.06712 0.45874
C 0.04939 1.33669 -1.02103
C -1.33419 1.51995 -1.10589
C -2.07522 0.78409 -2.02235
C -1.45323 -0.16419 -2.82332
C -0.08498 -0.40402 -2.69128
C 0.67560 0.34026 -1.79434
H 1.67871 0.46052 2.15297
H 2.43989 -0.92420 1.74049
H 4.59147 -0.73557 1.05548
H 6.33250 0.58263 -0.08410
H 5.78252 2.77390 -1.10015
H 3.46949 3.61481 -1.01597
H -0.46698 3.88796 -2.10958
H -0.67264 6.30407 -2.52173
H 0.47585 7.91710 -1.04969
H 1.85135 7.13304 0.84627
H 2.06775 4.72259 1.29658
H -1.82060 2.27012 -0.49345
H -3.13802 0.96397 -2.11986
H -2.02688 -0.71939 -3.55427
H 0.40137 -1.13933 -3.31938
H 1.75277 0.22086 -1.76855
C -6.41314 -2.89637 -1.41760
C -5.34654 -2.19553 -0.65266
C -5.61565 -1.21204 0.30586
C -4.55182 -0.64399 0.98979
N -3.28582 -0.99216 0.75947
C -3.13234 -1.93038 -0.18220
S -1.52862 -2.46141 -0.59509
N -4.07558 -2.54079 -0.88871
H -7.35217 -2.34874 -1.39728
H -6.58102 -3.88002 -0.97217
H -6.09411 -3.05723 -2.44541
H -6.63005 -0.90265 0.51659
H -4.72133 0.11460 1.74507
C 2.65980 -4.78254 1.20758
S 1.33899 -4.17694 0.18270
C 1.76912 -4.95596 -1.36119
O 1.68949 -2.68063 -0.04193
H 2.54595 -5.86409 1.28950
H 2.55584 -4.33287 2.19224
H 3.61705 -4.52808 0.75512
H 1.67947 -6.03522 -1.23598
H 2.78417 -4.67564 -1.63761
H 1.05196 -4.62091 -2.10817
N -1.58967 -0.77839 3.27050
C -0.52903 -1.58933 3.41339
N -0.17304 -1.98636 4.63735
O 0.17149 -1.94652 2.42103
H -2.14888 -0.54393 4.07538
H -2.05002 -0.72359 2.36629
H -0.74881 -1.83140 5.44787
H 0.62877 -2.58521 4.73579
```

Output
LUMO energy (spin up / spin down) = -7.63 / -11.04 eV
⟨S²⟩ = 6.038
Net charge = +3
Multiplicity = 5
HOMO energy (spin up / spin down) = -16.2 / -17.0 eV
HOMO-LUMO gap (spin up / spin down) = 8.598 / 5.983 eV

***

*ii*
Molecular formula: C26H31N5O2PPdS2
Method: DFT, wB97M-V/def2-TZVPD

XYZ file:
```
68
Properties=species:S:1:pos:R:3
Pd -0.15197 0.20147 -0.24190
N -0.17974 0.40346 2.01065
C -0.62450 -0.57878 2.98192
C -0.89945 -0.19631 4.28129
C -1.27570 -1.14879 5.22219
C -1.37061 -2.48901 4.87236
C -1.10966 -2.88066 3.57177
C -0.75880 -1.92248 2.61153
P -0.55253 -2.42197 0.92111
C -0.29263 -4.15679 0.74073
C -1.24733 -5.00030 0.15426
C -1.00898 -6.36153 0.11215
C 0.17004 -6.88055 0.63843
C 1.12076 -6.04445 1.21697
C 0.89792 -4.68223 1.26787
C -1.84319 -1.77668 -0.12899
C -1.90143 -2.21044 -1.47061
C -2.91771 -1.76503 -2.29610
C -3.85598 -0.85769 -1.81563
C -3.79616 -0.40340 -0.49642
C -2.80751 -0.86242 0.35230
H 0.82579 0.54620 2.10671
H -0.62242 1.30081 2.19714
H -0.80517 0.84285 4.57260
H -1.48341 -0.83921 6.23772
H -1.65732 -3.22592 5.60970
H -1.20022 -3.92162 3.29059
H -2.17985 -4.60446 -0.22650
H -1.74912 -7.02371 -0.31591
H 0.34581 -7.94763 0.60497
H 2.03003 -6.46006 1.62893
H 1.63334 -4.02778 1.72147
H -1.15052 -2.89449 -1.84549
H -2.98175 -2.12060 -3.31607
H -4.64730 -0.50713 -2.46530
H -4.54846 0.28013 -0.12632
H -2.80303 -0.56356 1.39309
C -0.18524 -1.11055 -7.31640
C 0.16356 -1.37742 -5.89460
C 0.83009 -2.53592 -5.47791
C 1.13150 -2.67866 -4.13131
N 0.80540 -1.75913 -3.22424
C 0.17316 -0.68591 -3.71907
S -0.35564 0.57169 -2.64599
N -0.16387 -0.45514 -4.98444
H -0.09493 -2.00358 -7.92948
H 0.48896 -0.34788 -7.71290
H -1.19615 -0.71232 -7.38518
H 1.10759 -3.30320 -6.18740
H 1.64972 -3.55985 -3.77071
C 1.24787 4.45406 0.78758
S 1.18758 3.28064 -0.55272
C 0.53925 4.34146 -1.83102
O -0.00295 2.36310 -0.18188
H 1.96655 5.22947 0.52119
H 1.59445 3.93303 1.67732
H 0.25642 4.87775 0.93946
H 1.27942 5.11746 -2.02821
H -0.40231 4.77477 -1.49745
H 0.39666 3.74256 -2.72805
N 2.82318 -1.60835 -1.08873
C 2.94788 -0.65430 -0.15807
N 4.12701 -0.48141 0.44552
O 1.96989 0.06818 0.19580
H 3.63389 -2.11320 -1.40724
H 2.00133 -1.61162 -1.68841
H 4.95393 -0.98725 0.17646
H 4.21926 0.24244 1.13708
```

Output
LUMO energy (spin up / spin down) = -7.76 / -11.34 eV
⟨S²⟩ = 6.044
Net charge = +3
Multiplicity = 5
HOMO energy (spin up / spin down) = -16.3 / -17.2 eV
HOMO-LUMO gap (spin up / spin down) = 8.555 / 5.899 eV

***

Which one sits at the top of the stability order? *i* does.